Entry from OMol25: C6H4N5O5Sc as an isolated structure at a distorted geometry (ωB97M-V with the def2-TZVPD basis set).

Calculated values
LUMO energy (alpha / beta) = -10.1321 / -10.2199 eV
net charge = +2
relative energy (zero: lowest compared OMol25 entry of this formula, charge and spin) = 1.466 eV
E = -1640.93697 Ha
orbital gap (alpha / beta) = 0.2568 / 0.2157 Ha

Geometry as XYZ:
```
21
Properties=species:S:1:pos:R:3:forces:R:3
O -2.699 -1.957 -1.755 3.2434 2.4197 1.6539
C -1.849 -1.307 -1.333 -3.3576 -2.9890 -1.6382
Sc -0.260 0.412 -0.634 0.5264 -1.0106 0.1887
C 0.719 2.462 -0.728 2.1068 4.8415 -0.7375
O 1.049 3.550 -0.930 -1.2503 -4.1809 0.8552
C -0.910 1.485 -2.700 -1.3592 2.8254 -2.2807
O -1.056 2.600 -3.167 -0.1617 -2.9330 1.5974
C -1.867 1.856 -0.069 -4.7503 3.8335 0.4183
O -2.753 2.600 -0.051 3.7203 -3.0688 0.0944
C 0.393 0.688 -2.872 1.7976 -2.0000 -1.7534
O 0.881 0.256 -3.870 -1.1924 1.3130 2.2899
H -1.710 0.796 -2.154 0.1860 1.1554 -0.9495
N 0.333 -1.741 3.761 -0.1522 -0.1894 -0.5520
N 0.754 -1.709 2.441 1.0084 3.3265 -0.4449
N 2.092 -1.822 2.226 -1.9849 -0.0185 -1.3568
C 2.236 -1.208 1.052 -0.0595 -0.0797 0.5651
N 1.088 -0.628 0.631 0.6600 -0.7067 1.0134
N 0.155 -0.854 1.546 0.9621 -2.1525 1.0579
H -0.659 -1.924 3.829 -0.1567 -0.1884 -0.0414
H 0.903 -2.408 4.268 0.0299 -0.1467 0.0264
H 3.160 -1.148 0.509 0.1839 -0.0508 -0.0063
```
Positions in Å, forces in eV/Å.

***

Entry from OMol25: C19H28IrN4O2S2 as an isolated structure at a distorted geometry (ωB97M-V with the def2-TZVPD basis set).

Calculated values
LUMO energy (alpha / beta) = -6.4392 / -8.5882 eV
net charge = +2
relative energy (zero: lowest compared OMol25 entry of this formula, charge and spin) = 1.502 eV
spin multiplicity = 2
E = -2010.42509 Ha
orbital gap (alpha / beta) = 0.2891 / 0.2113 Ha

Geometry as XYZ:
```
56
Properties=species:S:1:pos:R:3:forces:R:3
Ir 0.202 0.107 -0.244 -2.2521 -0.0688 2.0611
C -1.377 1.837 1.657 -0.1008 0.1307 -0.0925
C -0.921 0.836 2.700 -0.0386 -0.2896 -0.0924
N 0.171 0.009 2.153 0.5672 0.5833 -0.1009
C 0.207 -1.394 2.616 0.0078 0.1502 0.0082
C -0.975 -2.176 2.093 -0.0756 -0.1931 -0.0524
S -1.364 -1.711 0.372 0.4564 -0.4529 -0.2303
C -2.894 -0.725 0.594 -0.1279 -0.1078 -0.3601
C -2.766 0.610 -0.106 -0.0211 -0.0394 0.2169
N -1.485 1.270 0.262 -0.3835 -0.0257 -0.0348
H -0.649 2.646 1.588 0.0098 -0.0034 -0.0269
H -2.338 2.279 1.929 0.0101 0.0268 -0.0031
H -1.740 0.186 3.001 0.0110 -0.0334 -0.0003
H -0.611 1.369 3.600 -0.0151 0.0408 -0.0119
H 1.077 0.405 2.393 -0.0989 0.1446 0.1141
H 0.252 -1.451 3.707 -0.0984 0.0068 0.0088
H 1.118 -1.828 2.217 0.0752 0.0182 0.0473
H -1.894 -2.059 2.665 0.0165 0.0451 0.0052
H -0.742 -3.240 2.081 -0.0065 0.0080 -0.0180
H -3.124 -0.664 1.653 0.0572 0.1457 -0.0021
H -3.702 -1.282 0.119 0.0359 -0.0845 0.0623
H -3.619 1.256 0.115 0.0415 0.0171 0.1111
H -2.743 0.460 -1.186 -0.0005 0.0214 0.0054
H -1.386 2.078 -0.345 -0.1679 0.0252 -0.0789
C 5.466 -2.527 -5.135 0.0124 0.0205 0.0631
C 4.922 -2.121 -3.796 0.0255 -0.0476 -0.1006
C 4.167 -3.020 -3.043 -0.0310 -0.0293 0.0411
C 3.661 -2.671 -1.804 -0.0039 0.0447 -0.0169
C 3.934 -1.400 -1.304 0.0001 0.0947 -0.2836
C 4.694 -0.484 -2.031 0.0229 -0.0980 0.0398
C 5.178 -0.853 -3.270 0.0009 0.0688 -0.0121
S 3.351 -0.974 0.269 0.0466 0.1779 0.3573
O 2.623 -2.085 0.802 -0.0242 0.0102 0.0841
O 4.348 -0.282 1.021 0.0050 0.0187 -0.0572
N 2.144 0.195 0.019 0.6903 -1.2145 -0.2090
C 2.297 1.532 -0.268 0.1410 -0.2876 -0.2834
C 3.361 2.421 -0.229 -0.0806 0.0086 0.0350
C 3.092 3.692 -0.696 -0.0282 0.1127 -0.0477
C 1.820 4.039 -1.176 0.1404 0.1105 0.0338
C 0.812 3.111 -1.152 -0.1206 -0.3270 0.2594
N 1.056 1.877 -0.665 0.8102 0.6949 -0.7016
H 4.737 -3.114 -5.691 0.0010 0.0088 -0.0083
H 6.355 -3.148 -5.009 -0.0003 0.0011 0.0245
H 5.749 -1.660 -5.730 -0.0106 0.0006 -0.0085
H 3.982 -4.014 -3.429 -0.0200 0.0162 -0.0116
H 3.088 -3.375 -1.219 0.0064 0.0067 0.0087
H 4.925 0.493 -1.627 0.0304 -0.0195 0.0304
H 5.778 -0.153 -3.837 -0.0170 -0.0065 -0.0055
H 4.325 2.123 0.155 0.0033 -0.0229 -0.0175
H 3.880 4.433 -0.698 -0.0140 0.0055 -0.0088
H 1.621 5.028 -1.562 0.0306 0.0034 0.0000
H -0.187 3.337 -1.505 0.0347 -0.0245 -0.0673
C 0.045 -0.663 -2.126 0.6278 0.8852 -0.4583
H 0.223 -1.729 -1.976 -0.0940 -0.0401 -0.1847
H 0.788 -0.242 -2.802 -0.0290 -0.0679 -0.0839
H -0.946 -0.478 -2.550 -0.0578 -0.1695 0.0533
```
Positions in Å, forces in eV/Å.

***

Entry from OMol25: one molecule with the formula C4H5NO at a distorted geometry (ωB97M-V with the def2-TZVPD basis set).

Calculated values
LUMO energy = 0.7137 eV
SMILES string = N#C[C@@H]1C[C@@H]1O
relative energy (zero: lowest compared OMol25 entry of this formula, charge and spin) = 3.823 eV
E = -285.27408 Ha
orbital gap = 0.3726 Ha

Geometry as XYZ:
```
11
Properties=species:S:1:pos:R:3:forces:R:3
O -0.670 1.413 -0.763 0.3225 -0.2669 -0.3834
C -0.981 0.419 0.104 0.0277 -0.8362 -0.2045
C -0.375 -1.211 -0.573 -0.1842 0.7940 0.0373
C 0.167 -0.353 0.514 1.7516 1.1754 0.3791
C 1.572 0.637 0.543 -0.1049 -1.7005 1.1577
N 2.567 1.171 0.844 -1.8921 -0.7705 -0.8505
H 0.315 1.423 -0.811 -0.7742 0.3938 -0.2710
H -1.843 0.681 0.730 0.2740 -0.7855 -0.3562
H -0.397 -2.315 -0.416 -0.6347 1.1225 0.3901
H -0.355 -0.978 -1.630 0.4796 0.4249 0.1945
H 0.001 -0.887 1.458 0.7345 0.4490 -0.0930
```
Positions in Å, forces in eV/Å.

***

Entry from OMol25: C2H9NP as an isolated structure at a distorted geometry (ωB97M-V with the def2-TZVPD basis set).

Calculated values
LUMO energy = -3.9075 eV
net charge = +1
relative energy (zero: lowest compared OMol25 entry of this formula, charge and spin) = 2.116 eV
E = -477.32976 Ha
orbital gap = 0.3802 Ha

Geometry as XYZ:
```
13
Properties=species:S:1:pos:R:3:forces:R:3
C 1.702 -0.430 0.190 2.4930 1.3694 0.2162
C -0.435 0.869 0.025 -0.3201 0.1209 -3.1747
N 0.442 -0.231 -0.493 1.3028 1.2948 -3.3138
P -1.805 -0.279 0.108 -2.5827 2.3341 1.1600
H 2.507 -0.909 -0.561 -2.1130 0.4772 2.0950
H 2.190 0.635 0.399 -0.8731 -2.1850 0.0561
H 1.460 -0.975 1.164 1.0598 0.5150 -1.3110
H 0.009 1.102 0.936 -0.0210 1.1337 1.8625
H -0.655 1.780 -0.700 0.8531 -1.8233 1.6302
H -0.923 -1.275 -0.110 0.2695 -2.2797 0.3895
H 0.672 -0.011 -1.477 -0.3157 -0.3398 0.6034
H -2.664 0.085 1.165 0.0190 -0.6955 0.2299
H -2.731 -0.175 -0.926 0.2284 0.0783 -0.4433
```
Positions in Å, forces in eV/Å.

***

Entry from OMol25: C26H22AuI2P2S2 as an isolated structure at a distorted geometry (ωB97M-V with the def2-TZVPD basis set).

Calculated values
LUMO energy (alpha / beta) = -3.1816 / -4.7396 eV
net charge = +1
spin multiplicity = 3
E = -3213.86482 Ha
orbital gap (alpha / beta) = 0.2594 / 0.2474 Ha

Geometry as XYZ:
```
55
Properties=species:S:1:pos:R:3:forces:R:3
Au -14.977 0.159 -6.364 -0.5049 0.4539 -0.5306
S -17.631 -0.381 -5.670 0.5213 -0.4310 0.1907
P -17.746 1.123 -6.935 -0.2645 0.9031 -0.1305
C -16.140 1.371 -7.602 -0.7198 -0.3467 0.4195
P -15.007 2.299 -8.527 0.9626 0.5103 1.3944
S -13.413 1.081 -8.178 0.1504 0.4043 -0.2725
C -15.378 2.526 -10.223 -0.7451 0.4993 -0.1567
C -14.654 1.884 -11.200 -0.6186 0.2911 -0.0904
C -14.959 2.064 -12.524 -0.4182 0.5808 -0.6792
C -15.983 2.957 -12.836 0.1625 0.8266 -1.3994
C -16.703 3.630 -11.869 0.0268 -0.1290 0.8119
C -16.416 3.400 -10.539 0.3435 -0.4969 -0.1941
C -14.799 3.981 -7.785 -0.3586 -0.5188 -0.3415
C -13.504 4.452 -7.626 0.0107 -1.1993 -1.1474
C -13.295 5.735 -7.238 1.2953 0.8731 0.7106
C -14.343 6.570 -6.942 -0.5671 0.2448 0.0654
C -15.647 6.149 -7.118 -0.3281 -0.1257 -0.2208
C -15.875 4.832 -7.544 0.9614 0.8532 0.3833
C -18.990 0.940 -8.190 -1.3375 -0.8137 -0.4041
C -20.297 0.672 -7.734 -0.0489 0.1321 0.1295
C -21.352 0.511 -8.626 0.1148 0.1493 -0.2330
C -21.136 0.623 -10.002 0.6406 0.5064 0.6884
C -19.812 0.860 -10.461 -1.8430 -0.6797 -1.1507
C -18.763 0.942 -9.575 0.2555 0.7018 0.8563
C -18.146 2.662 -6.072 0.8835 0.2572 0.6323
C -18.974 3.626 -6.643 0.2438 -0.1483 -0.3225
C -19.140 4.842 -6.022 0.4670 -0.0443 1.5206
C -18.460 5.106 -4.807 -0.8232 1.2844 -1.3010
C -17.618 4.158 -4.247 -0.0241 1.2492 0.3204
C -17.432 2.959 -4.866 -1.3942 -0.6131 -1.6851
H -13.865 1.299 -10.863 1.4047 -1.2415 0.1803
H -14.390 1.601 -13.322 -0.0160 -0.0301 0.1669
H -16.161 3.310 -13.871 0.1333 -0.8049 0.5541
H -17.455 4.355 -12.103 -0.2864 0.1770 -0.3704
H -16.955 3.857 -9.736 -0.3667 0.4335 0.1076
H -12.689 3.830 -7.980 0.1384 -0.0195 0.4367
H -12.281 6.114 -7.116 -0.1639 -0.1515 -0.1192
H -14.146 7.560 -6.585 0.0679 0.4208 0.0381
H -16.457 6.884 -6.976 0.2938 -0.7493 0.0207
H -16.863 4.511 -7.675 -1.2229 -0.4445 -0.1367
H -20.555 0.614 -6.672 0.4249 0.0466 -0.2293
H -22.355 0.344 -8.228 0.2944 0.0027 -0.1845
H -22.027 0.616 -10.636 0.6520 -0.1704 -0.1669
H -19.696 0.909 -11.563 0.3366 0.0874 0.9257
H -17.761 1.139 -9.911 0.2497 -0.1140 -0.3398
H -19.432 3.536 -7.625 -0.0536 -0.5637 0.2095
H -19.840 5.520 -6.469 0.0270 0.5696 0.0400
H -18.546 6.145 -4.416 0.0313 -1.0946 0.0778
H -17.080 4.435 -3.349 0.0515 -0.2418 0.0331
H -16.793 2.230 -4.445 0.5628 -0.7074 0.3332
I -13.524 -1.330 -4.834 0.2014 -1.0107 0.3071
C -14.480 -3.148 -5.549 0.3209 0.0123 0.3486
I -14.382 -3.434 -7.625 0.2343 -0.0605 0.0225
H -15.516 -3.051 -5.328 -0.7248 0.4053 0.2681
H -14.099 -3.965 -4.938 0.3656 0.0747 -0.3873
```
Positions in Å, forces in eV/Å.

***

Entry from OMol25: one molecule with the formula C5H8O (ωB97M-V with the def2-TZVPD basis set).

Calculated values
LUMO energy (alpha / beta) = -0.1676 / -0.1684 eV
relative energy (zero: lowest compared OMol25 entry of this formula, charge and spin) = 6.023 eV
E = -270.33656 Ha
orbital gap (alpha / beta) = 0.2870 / 0.2869 Ha

Geometry as XYZ:
```
14
Properties=species:S:1:pos:R:3:forces:R:3
C -1.945 0.452 0.101 -0.1483 0.2640 -0.0240
O -1.261 -0.718 0.473 0.0547 -0.0509 0.0390
C -0.514 -1.284 -0.599 0.0659 -0.1342 -0.1384
C 0.851 -0.777 -0.836 0.0552 0.3339 0.3066
C 1.507 0.134 -0.180 0.0278 -0.3499 -0.2283
C 2.520 0.684 0.579 0.0230 -0.0093 0.0320
H -2.659 0.265 -0.718 0.1260 -0.0029 0.1416
H -2.498 0.793 0.980 0.0729 -0.0111 -0.1522
H -1.261 1.254 -0.223 -0.1171 -0.1428 0.0481
H -0.402 -2.350 -0.362 0.0228 0.1212 -0.0579
H -1.105 -1.239 -1.528 0.1079 0.0191 0.1300
H 3.131 0.084 1.252 -0.1143 0.0518 -0.0985
H 2.678 1.759 0.594 -0.0744 -0.1568 -0.0289
H 0.958 0.944 0.467 -0.1020 0.0680 0.0312
```
Positions in Å, forces in eV/Å.

***

Entry from OMol25: a 5-piece molecular cluster, C4H14O4 overall at a distorted geometry (ωB97M-V with the def2-TZVPD basis set).

Calculated values
LUMO energy = -4.8734 eV
relative energy (zero: lowest compared OMol25 entry of this formula, charge and spin) = 9.236 eV
E = -461.41687 Ha
orbital gap = 0.1512 Ha

Geometry as XYZ:
```
22
Properties=species:S:1:pos:R:3:forces:R:3
C 2.332 -0.734 0.107 1.9895 0.5646 -0.5747
C 1.887 0.723 0.214 -2.0851 -0.9076 0.8224
C 1.050 1.097 -0.939 0.4611 -0.4302 -0.6446
C -0.300 1.262 -0.979 0.2134 0.0437 0.6281
H 2.778 -0.904 -0.876 -0.2788 -0.5185 -0.0547
H 2.952 -1.227 0.864 0.0266 0.6985 0.0967
H 1.221 0.828 1.093 0.5055 0.1119 0.0575
H 1.511 0.970 -1.927 0.1779 0.8273 0.0641
H -0.764 1.935 -1.693 -0.0794 -0.6266 -0.4355
H 2.756 1.369 0.373 0.2159 -0.0292 -0.0508
H -2.516 -0.241 -0.387 -0.3536 1.4505 1.0910
H -3.101 -1.318 -1.297 -0.6460 -0.6226 -0.4853
O -2.280 -1.010 -0.947 1.2787 -1.4526 -0.8222
H 1.327 -1.269 0.124 -1.6984 -0.9440 -0.2518
H -0.658 -1.593 -0.420 0.6767 -0.1385 0.2383
O 0.086 -1.947 0.176 -0.1987 0.6286 -0.5323
H -0.980 0.740 -0.284 0.3301 1.0235 0.1995
H -3.275 0.927 1.044 0.1173 0.1461 0.1446
O -2.598 1.014 0.363 -0.2214 0.1121 0.3240
H -0.113 -0.858 1.406 -0.8935 1.2629 1.7864
H -1.017 0.402 1.823 0.0373 -0.3260 -0.0415
O -0.297 -0.166 2.161 0.4248 -0.8740 -1.5592
```
Positions in Å, forces in eV/Å.